C31H48F6N13 | ωB97M-V/def2-TZVPD

Atoms and positions in Å:
1 C 4.323 -1.591 3.464
2 C 4.391 -1.572 2.109
3 C 3.169 -1.185 1.324
4 N 3.244 -0.077 0.352
5 C 2.121 0.279 -0.255
6 N 0.961 -0.361 -0.048
7 C 0.076 0.236 -0.826
8 C -1.337 -0.220 -0.897
9 N -1.806 -0.488 0.455
10 C -3.063 -1.250 0.478
11 N 0.623 1.234 -1.522
12 C -0.011 2.124 -2.485
13 C -0.183 3.563 -1.964
14 C -1.667 3.933 -1.764
15 C -2.006 5.364 -2.133
16 F -1.300 5.799 -3.203
17 F -3.319 5.430 -2.470
18 C -1.794 6.392 -0.995
19 F -2.296 5.937 0.153
20 F -2.391 7.539 -1.288
21 F -0.485 6.619 -0.833
22 N 1.964 1.276 -1.161
23 C 2.980 2.173 -1.706
24 C 3.114 3.531 -1.025
25 C 3.263 3.488 0.488
26 F 4.010 4.600 0.872
27 H 4.082 -0.675 4.004
28 H 4.435 -2.514 4.029
29 H 5.292 -1.840 1.559
30 H 2.349 -0.968 2.007
31 H 2.925 -2.110 0.793
32 H 4.123 0.389 0.195
33 H -2.004 0.485 -1.392
34 H -1.355 -1.131 -1.520
35 H -1.099 -1.041 0.924
36 H -3.778 -0.807 1.171
37 H -2.874 -2.286 0.767
38 H -3.542 -1.270 -0.501
39 H 0.596 2.092 -3.391
40 H -0.969 1.670 -2.723
41 H 0.309 3.623 -0.994
42 H 0.304 4.254 -2.649
43 H -1.914 3.802 -0.710
44 H -2.331 3.261 -2.305
45 H 3.918 1.619 -1.657
46 H 2.767 2.327 -2.765
47 H 2.304 4.206 -1.295
48 H 4.026 3.986 -1.419
49 H 3.809 2.616 0.841
50 H 2.301 3.588 0.994
51 C 7.903 1.392 2.780
52 C 6.613 1.253 2.122
53 N 5.585 1.146 1.624
54 H 8.578 0.612 2.434
55 H 8.329 2.366 2.549
56 H 7.773 1.302 3.857
57 C -4.168 2.348 -4.292
58 C -4.029 1.279 -3.310
59 N -3.926 0.419 -2.554
60 H -5.083 2.213 -4.860
61 H -4.208 3.313 -3.790
62 H -3.331 2.329 -4.988
63 C -8.397 3.624 -6.362
64 C -6.961 3.866 -6.408
65 N -5.831 4.065 -6.445
66 H -8.603 2.718 -5.795
67 H -8.896 4.466 -5.885
68 H -8.783 3.507 -7.373
69 C 1.413 -4.877 4.469
70 C 2.852 -4.707 4.624
71 N 3.982 -4.541 4.740
72 H 1.090 -5.752 5.032
73 H 0.898 -3.991 4.833
74 H 1.166 -5.021 3.419
75 C 5.038 -8.616 5.340
76 C 3.612 -8.509 5.066
77 N 2.489 -8.410 4.849
78 H 5.368 -7.743 5.900
79 H 5.236 -9.514 5.922
80 H 5.589 -8.668 4.403
81 C -3.228 3.091 -8.864
82 C -3.042 1.987 -7.931
83 N -2.894 1.121 -7.193
84 H -4.150 2.946 -9.423
85 H -3.295 4.027 -8.313
86 H -2.391 3.134 -9.558
87 C -3.770 -3.890 4.028
88 C -2.424 -3.628 3.540
89 N -1.353 -3.436 3.170
90 H -3.760 -4.790 4.645
91 H -4.118 -3.045 4.620
92 H -4.447 -4.041 3.189
93 C -1.356 -7.113 6.102
94 C -2.782 -6.828 5.998
95 N -3.905 -6.604 5.916
96 H -1.202 -8.001 6.711
97 H -0.940 -7.286 5.111
98 H -0.846 -6.270 6.566

Output
LUMO = -1.68 eV
E_HOMO = -10.2 eV
charge = +1
relative energy (zero: lowest compared OMol25 entry of this formula, charge and spin) = 0.0 kcal/mol
orbital gap = 8.53 eV



C31H48FeN2P2S3 | ωB97M-V/def2-TZVPD

Atoms and positions in Å:
1 Fe 0.491 -0.580 -1.497
2 C -0.570 0.470 -4.883
3 C 0.201 -0.305 -3.863
4 C 1.483 0.072 -3.466
5 C 2.321 -0.825 -2.761
6 C 1.874 -2.082 -2.420
7 C 0.535 -2.423 -2.708
8 C -0.300 -1.530 -3.364
9 H -0.423 -0.049 -5.835
10 H -0.203 1.485 -5.004
11 H -1.642 0.475 -4.694
12 H 1.865 1.028 -3.800
13 H 3.332 -0.537 -2.498
14 H 2.527 -2.782 -1.918
15 H 0.144 -3.389 -2.436
16 H -1.322 -1.811 -3.583
17 C 2.587 1.084 2.684
18 C 1.590 1.280 1.533
19 S 2.072 0.613 -0.102
20 C 2.747 2.100 -0.902
21 C 4.098 2.611 -0.408
22 S 5.543 1.575 -0.409
23 C 5.336 0.526 1.018
24 C 5.382 1.320 2.356
25 S 3.949 2.271 2.756
26 H 3.002 0.078 2.735
27 H 2.043 1.258 3.616
28 H 1.330 2.330 1.426
29 H 0.671 0.755 1.795
30 H 2.017 2.904 -0.808
31 H 2.820 1.862 -1.960
32 H 3.993 2.996 0.635
33 H 4.366 3.468 -1.031
34 H 6.202 -0.138 1.003
35 H 4.438 -0.081 0.954
36 H 6.223 2.015 2.391
37 H 5.529 0.586 3.159
38 C -2.930 -0.025 -1.993
39 P -1.467 0.600 -1.106
40 C -1.885 0.230 0.647
41 N -2.795 0.944 1.263
42 C -2.993 0.708 2.581
43 C -3.987 1.432 3.280
44 C -4.151 1.215 4.614
45 C -3.336 0.281 5.314
46 C -2.372 -0.432 4.669
47 C -2.188 -0.241 3.277
48 N -1.273 -0.985 2.612
49 C -1.151 -0.777 1.321
50 P -0.070 -1.862 0.333
51 C 1.302 -2.236 1.469
52 C -0.949 -3.521 0.240
53 C 0.065 -4.636 -0.072
54 C -2.078 -3.445 -0.792
55 C -1.590 -3.879 1.590
56 C -1.600 2.465 -1.264
57 C -0.902 2.912 -2.548
58 C -3.067 2.910 -1.327
59 C -0.909 3.133 -0.079
60 H -3.820 0.345 -1.483
61 H -2.947 -1.111 -1.973
62 H -2.956 0.320 -3.027
63 H -4.595 2.142 2.735
64 H -4.912 1.758 5.159
65 H -3.497 0.135 6.373
66 H -1.755 -1.158 5.180
67 H 0.895 -2.674 2.379
68 H 1.831 -1.328 1.738
69 H 2.005 -2.929 1.009
70 H 0.664 -4.498 -0.970
71 H -0.487 -5.569 -0.196
72 H 0.749 -4.788 0.762
73 H -1.753 -3.118 -1.777
74 H -2.865 -2.767 -0.451
75 H -2.531 -4.431 -0.907
76 H -0.852 -4.033 2.376
77 H -2.116 -4.826 1.454
78 H -2.315 -3.144 1.929
79 H -1.413 2.539 -3.433
80 H 0.147 2.603 -2.579
81 H -0.932 4.002 -2.603
82 H -3.569 2.545 -2.223
83 H -3.080 4.000 -1.375
84 H -3.631 2.600 -0.451
85 H 0.157 2.920 -0.103
86 H -1.324 2.833 0.883
87 H -1.026 4.215 -0.167

Output
LUMO (spin up / spin down) = -8.22 / -12.10 eV
E_HOMO (spin up / spin down) = -16.2 / -16.2 eV
charge = +3
relative energy (zero: lowest compared OMol25 entry of this formula, charge and spin) = 0.0 kcal/mol
spin multiplicity = 2
orbital gap (spin up / spin down) = 7.96 / 4.08 eV



The lowest charge belongs to which entry?
C31H48F6N13